14
Properties=species:S:1:pos:R:3:mulliken_charge:R:1 method="wB97M-V/def2-TZVPD" largest_force_ev_per_a=0.6 molar_mass_g_mol=101.1 homo_energy_ev=-9.35 relative_energy_ev=2.942 lumo_energy_ev=-0.291 charge=0
C 1.25257 -0.10159 -0.87165 -0.163
N 0.61271 0.97359 -1.12691 -0.526
C -0.66575 0.78324 -1.70503 0.047
O -1.31222 -0.23550 -1.63532 -0.437
H 0.90750 -1.09000 -1.18729 0.334
H 2.18824 -0.03636 -0.31516 0.336
H -1.06336 1.69772 -2.16935 0.412
C -0.95376 -0.86470 1.08251 -0.552
C 0.18173 -0.36963 1.56932 -0.300
O 0.45157 0.95014 1.80432 -0.486
H -1.04723 -1.92220 0.85972 0.275
H -1.80780 -0.23520 0.85479 0.289
H 1.01887 -1.01774 1.82802 0.402
H 0.23692 1.46821 1.01202 0.371